(1)
The following is a DFT calculation (ωB97M-V with the def2-TZVPD basis set) of C27H27N2S5SiSr as an isolated structure in a non-equilibrium geometry.

Geometry as XYZ:
```
63
Properties=species:S:1:pos:R:3:forces:R:3:mulliken_charge:R:1
Sr 0.417888 -0.209658 0.839492 -0.48 1.44 -0.30 0.719
S 1.095675 -2.979287 0.204358 0.08 -0.91 -0.12 -0.426
C 0.511064 -4.130621 1.389281 -0.54 0.25 1.15 0.621
C 0.289351 -5.521115 1.124564 0.26 0.28 0.01 -0.549
C -0.166381 -6.397485 2.108373 -0.08 2.27 1.06 -0.460
C -0.460599 -5.933541 3.410798 -0.19 0.21 -0.39 -0.566
C -0.237145 -4.591938 3.726355 -0.43 -0.15 -0.45 -0.379
C 0.183892 -3.692079 2.731446 0.38 -0.66 -0.42 -0.176
S 0.222686 -1.961908 3.201385 -0.10 -0.90 0.96 -0.085
C 1.874342 -1.818534 3.954837 0.20 2.95 -0.25 -0.701
C 2.899833 -1.518902 2.870888 0.64 -1.16 0.21 0.929
C 3.858712 -2.505976 2.659849 0.62 -0.87 0.25 -0.529
C 4.943507 -2.311257 1.833783 0.32 -0.03 -0.01 -0.613
C 5.046530 -1.107402 1.170152 -0.72 0.00 -0.61 -0.855
C 3.944308 -0.250107 1.271953 0.09 0.80 0.45 0.543
C 3.962927 1.047959 0.507065 0.66 -0.30 -0.96 -0.694
S 2.675903 1.077471 -0.790098 -0.43 -0.22 -0.31 -0.269
C 2.299450 2.810274 -0.903976 -0.42 -0.07 2.55 0.395
C 2.750317 3.510615 -2.006270 -0.24 -0.10 0.36 -0.409
C 2.700742 4.879340 -2.030785 0.00 1.38 -0.53 -0.527
C 2.213877 5.573475 -0.893195 -0.57 -0.22 -0.01 -0.421
C 1.778413 4.890860 0.227866 -0.42 -0.55 0.23 -0.743
C 1.767339 3.457274 0.291819 1.19 1.02 -1.67 0.299
S 1.332681 2.766773 1.774751 -0.33 -1.01 0.49 -0.312
N 2.894748 -0.415150 2.135980 0.92 -0.23 -0.62 -0.184
H 0.460066 -5.895874 0.105496 0.03 0.28 0.51 0.353
H -0.376997 -7.404871 1.933919 -0.18 -1.43 -0.71 0.416
H -1.047741 -6.556133 4.102132 0.75 0.11 -0.19 0.292
H -0.488398 -4.235386 4.732656 0.08 0.02 -0.50 0.340
H 2.206609 -2.671228 4.504061 -0.27 -0.76 0.27 0.453
H 1.855236 -0.932107 4.695442 -0.18 -1.26 -1.20 0.336
H 3.806523 -3.489867 3.113898 -0.36 0.22 0.35 0.274
H 5.712260 -3.081023 1.712753 -0.37 0.21 0.07 0.374
H 5.861978 -0.922056 0.458537 -0.45 0.17 0.45 0.320
H 4.918002 1.180837 -0.063365 -0.64 -0.09 0.88 0.334
H 3.769349 1.852927 1.200984 -0.11 0.39 0.07 0.452
H 3.108860 2.912038 -2.816960 0.33 0.01 -0.53 0.412
H 3.027396 5.410775 -2.953544 -0.33 -0.30 0.91 0.281
H 2.021680 6.648623 -0.869416 0.55 -0.17 -0.35 0.310
H 1.372222 5.386132 1.144172 0.47 -0.19 -1.08 0.268
C -5.519081 2.019377 -0.835516 -0.72 0.04 0.44 -0.959
Si -4.339534 2.133597 -2.319048 1.29 -0.70 1.09 0.305
C -3.379231 3.722187 -2.325974 -0.31 0.68 0.17 -0.932
C -5.269896 1.991116 -3.932366 -0.77 -0.04 -0.27 -1.026
C -3.117271 0.613121 -2.203050 -0.54 0.65 -0.02 0.410
C -3.060583 -0.421440 -3.135966 -0.41 -0.50 0.37 -0.038
C -2.399631 -1.649265 -2.885048 0.44 1.47 0.31 -1.107
C -1.615071 -1.650400 -1.721800 0.24 0.24 -1.49 -0.277
N -1.475826 -0.565674 -0.947842 0.15 -1.10 0.80 -0.117
C -2.268932 0.508220 -1.053550 -0.28 0.82 -0.11 -0.104
S -2.115478 1.758415 0.201975 0.23 -1.26 -0.66 -0.472
H -5.104550 1.802848 0.174898 0.30 0.13 -0.97 0.293
H -6.227884 1.190308 -1.030760 0.02 0.45 0.02 0.278
H -6.093879 2.969837 -0.691114 0.24 -0.69 -0.36 0.292
H -4.074533 4.577187 -2.422955 0.11 -0.27 -0.07 0.318
H -2.802087 3.683956 -3.267897 0.32 0.26 0.66 0.256
H -2.816359 3.885005 -1.374705 -0.04 -0.32 -1.14 0.245
H -6.151859 2.685667 -3.968873 0.75 -0.64 -0.05 0.265
H -5.624670 0.953523 -3.951523 -0.35 0.13 -0.11 0.273
H -4.671524 2.099889 -4.852279 -0.07 0.23 0.45 0.296
H -3.605898 -0.336856 -4.077030 -0.01 0.10 0.16 0.316
H -2.354522 -2.382999 -3.691205 -0.02 -0.15 0.65 0.310
H -0.918808 -2.459491 -1.499811 -0.32 0.00 0.07 0.348
```
Positions in Å, forces in eV/Å.

Properties
Orbital gap, eV: 6.386
Charge: -1
Highest occupied orbital energy, eV: -4.0

=====

(2)
The following is a DFT calculation (ωB97M-V with the def2-TZVPD basis set) of a single C19H20ClN3O4 molecule in a non-equilibrium geometry.

Geometry as XYZ:
```
47
Properties=species:S:1:pos:R:3:forces:R:3:mulliken_charge:R:1
O 0.317283 1.269929 -3.104636 -1.92 3.58 4.75 -0.658
Cl 5.522323 1.561766 -1.691856 -1.88 -0.62 0.76 -0.187
N 3.725988 -0.088487 -0.490240 -0.35 1.11 -0.47 -1.107
N 2.537012 -0.443392 -0.021151 -1.66 0.53 0.89 0.062
O 0.564007 2.410040 -1.037693 -1.50 0.02 0.11 -0.447
O 0.192066 -0.114102 0.450318 1.29 1.39 -0.91 -0.255
O -3.986581 1.587705 -1.498934 0.28 -0.61 -0.26 -0.453
C -0.146815 1.997739 -2.121562 -1.37 -2.16 -3.72 0.582
C 3.867765 1.111819 -1.055121 0.57 0.31 -0.09 0.203
C 1.434879 0.366077 0.017222 1.42 -1.34 -1.44 0.775
C -0.002760 -4.031110 1.862180 -1.33 -0.41 -1.07 -0.592
C 2.798272 2.007183 -1.211050 -0.23 -1.92 1.13 -0.234
C -0.507328 -3.812427 0.569618 2.15 3.85 2.66 -1.187
C 0.303866 -2.969111 2.716671 -0.49 -1.05 -0.98 -0.794
C 1.573944 1.590592 -0.687376 1.54 -0.45 -0.20 0.245
C 0.025899 -1.408395 0.951185 0.76 -1.19 0.49 0.229
C -0.456849 -2.443691 0.127259 -0.07 -1.01 -0.76 1.008
C 0.403197 -1.665964 2.285950 0.20 0.76 0.71 0.424
N -1.478653 2.447525 -2.011212 2.77 1.13 0.23 0.117
C -0.775923 -2.233058 -1.339018 -0.60 0.54 -0.12 -0.956
C -3.370297 1.355043 -2.838496 -0.99 1.80 0.51 -0.345
C -3.010879 1.647558 -0.366505 -0.85 1.48 -2.48 -0.050
C -2.350354 2.406193 -3.152262 0.73 -0.76 -1.44 -0.678
C -2.135882 2.852601 -0.733589 1.37 -1.40 1.45 -0.561
C 2.040236 -1.089369 4.390153 -1.40 -2.60 0.28 -0.841
C 2.593859 -0.627617 3.110354 -0.09 2.67 0.44 -0.505
C 1.054742 -0.641786 3.241202 0.77 -0.39 -0.16 -0.152
H 0.026618 -5.082294 2.156725 0.09 0.42 0.50 0.356
H 2.759658 2.928514 -1.749784 0.53 0.31 -0.29 0.496
H -0.695215 -4.611738 -0.057602 -0.64 -1.23 -1.33 0.481
H 0.369721 -3.210561 3.737830 0.69 -0.06 1.15 0.543
H -1.670493 -1.589140 -1.503519 0.50 -0.40 0.17 0.111
H -0.942712 -3.187001 -1.859766 -0.05 0.27 0.35 0.412
H 0.045315 -1.749592 -1.854547 0.24 0.24 -0.09 0.281
H -4.084564 1.408383 -3.721829 0.17 -0.79 1.76 0.326
H -2.740496 0.529739 -2.750855 0.22 -2.36 -0.21 0.193
H -2.407056 0.736801 -0.284556 -0.09 0.09 -0.16 -0.062
H -3.499935 1.859823 0.584684 -0.63 -0.29 -0.34 0.403
H -1.779690 2.130043 -4.115614 -0.69 0.26 1.68 0.359
H -2.848026 3.330131 -3.356580 -0.04 1.05 0.24 0.379
H -2.623150 3.849436 -0.646531 0.02 -0.82 -1.00 0.321
H -1.424275 2.864209 0.106135 0.43 0.22 -0.66 0.277
H 2.065879 -0.584052 5.351477 0.12 0.89 -0.62 0.276
H 2.113843 -2.172999 4.702688 -0.26 1.04 -1.04 0.200
H 2.988987 -1.243257 2.321485 0.30 -0.33 0.28 0.334
H 3.027466 0.402368 3.214733 -0.19 -1.09 -0.60 0.229
H 0.585107 0.347925 3.364016 0.17 -0.70 -0.11 0.443
```
Positions in Å, forces in eV/Å.

Properties
Orbital gap, eV: 9.040
Structure (SMILES): Cc1cccc(C2CC2)c1Oc1nnc(Cl)cc1OC(=O)N1CCOCC1
Charge: 0
ΔE to the lowest compared entry with this formula, charge and spin, eV: 6.739
Highest occupied orbital energy, eV: -9.0

=====

| no. | LUMO energy (eV) |
| --- | --- |
| 1 | 2.36 |
| 2 | 0.07 |